No. 1
Below is C4H4N4 in the gas phase, with properties calculated with wB97M-V/def2-TZVPD.

Last column: Mulliken charge in e.
Cartesian coordinates (Å):
1 C -1.393 -0.575 1.005  -0.40
2 C -0.444 0.131 0.306  0.37
3 C 0.225 1.439 0.384  -0.57
4 C 0.564 2.599 0.387  0.06
5 H 1.968 -0.639 -0.728  0.26
6 H 1.166 -1.297 -1.939  0.32
7 H -2.050 -0.214 1.816  0.40
8 H 0.869 3.575 0.632  0.45
9 N 1.146 -0.494 -1.321  -0.78
10 N 0.034 -0.790 -0.550  0.89
11 N -0.628 -1.924 -0.485  -0.64
12 N -1.458 -1.811 0.494  -0.37

Forces on the atoms, in the same order (eV/Å):
-0.79 1.10 1.07
1.41 1.19 0.38
-1.38 -0.22 -0.09
-0.34 -1.58 0.52
-0.16 0.20 0.04
0.26 0.07 -0.69
0.59 -0.46 -0.65
0.27 0.53 -0.21
0.33 -1.36 -0.67
-0.18 1.52 0.39
1.18 -0.71 -0.14
-1.20 -0.29 0.03

Summary:
- F_max: 0.03673 Eh/bohr
- Orbital gap: 10.32 eV
- Structure (SMILES): C#Cc1cnnn1N
- Energy relative to the best compared isomer or geometry (same formula, charge and spin): 85.7 kcal/mol
- Total energy: -10169.12268 eV



No. 2
Below is 2 unconnected molecules or ions with the total composition C4H4N4O, with properties calculated with wB97M-V/def2-TZVPD.

Last column: Mulliken charge in e.
Cartesian coordinates (Å):
1 C 0.158 1.163 0.168  0.29
2 C 0.640 0.644 1.233  -0.11
3 C 0.080 -1.531 0.764  -0.15
4 C -0.111 -1.332 -0.647  0.67
5 H 0.323 2.635 -1.655  0.39
6 H 1.570 0.774 1.793  0.36
7 H -0.039 -2.608 1.230  0.30
8 H 1.382 -2.239 -1.279  0.29
9 N 0.201 -0.579 1.683  -0.52
10 N 0.642 -1.614 -1.701  -0.61
11 N -1.417 -0.428 -0.666  -0.36
12 N -1.081 0.747 -0.335  0.07
13 O 0.468 2.612 -0.258  -0.60

Forces on the atoms, in the same order (eV/Å):
-1.53 5.77 -4.42
2.54 -2.22 2.94
-0.69 -1.48 4.62
0.71 1.03 -3.06
0.57 -0.34 6.08
-0.46 1.69 -0.23
-0.07 2.07 -1.15
-0.46 0.89 -0.80
0.53 -3.42 -2.19
-2.14 -0.18 3.95
3.42 0.91 -0.34
-1.39 -1.02 -0.72
-1.05 -3.70 -4.68

Summary:
- F_max: 0.14437 Eh/bohr
- Orbital gap: 8.82 eV
- Energy relative to the best compared isomer or geometry (same formula, charge and spin): 169.9 kcal/mol
- Total energy: -12213.14034 eV



No. 3
Below is C4H4N4O4S in the gas phase, with properties calculated with wB97M-V/def2-TZVPD.

Last column: Mulliken charge in e.
Cartesian coordinates (Å):
1 C -0.423 -0.267 -0.046  0.00
2 C -1.338 0.903 -0.026  0.47
3 C 0.837 0.264 -0.112  0.70
4 C -2.801 0.961 0.044  -1.13
5 N -0.692 2.067 -0.081  -0.64
6 N 2.333 -0.770 -0.361  -0.44
7 N -0.680 -1.618 0.000  0.94
8 N 3.474 -0.227 0.078  1.13
9 O -1.760 -2.113 0.239  -0.56
10 O 0.326 -2.297 -0.228  -0.72
11 O 3.477 1.011 0.148  -0.64
12 O 4.307 -1.041 0.457  -0.59
13 S 0.939 1.901 -0.264  0.14
14 H -3.441 0.226 -0.478  0.32
15 H -3.240 0.784 1.057  0.28
16 H -3.249 1.979 -0.138  0.33
17 H 1.932 -1.764 -0.288  0.39

Forces on the atoms, in the same order (eV/Å):
-0.97 4.10 0.19
1.45 0.15 -0.06
5.08 -3.86 -1.35
-3.26 0.38 1.26
-0.80 -0.93 -0.47
-5.95 1.94 -0.43
0.30 -2.22 -0.06
-0.85 -0.35 1.77
-0.02 0.90 -0.06
-0.45 -1.08 0.02
0.94 -1.25 -0.28
0.21 1.22 -0.66
-0.35 0.21 0.67
1.03 0.16 -0.49
1.02 -0.05 -0.13
1.07 -0.88 -0.34
1.55 1.57 0.44

Summary:
- F_max: 0.12693 Eh/bohr
- Orbital gap: 8.97 eV
- Structure (SMILES): Cc1nsc(N[N+](=O)[O-])c1[N+](=O)[O-]
- Total energy: -29189.49394 eV



No. 4
Below is a gas-phase ion, C4H4N5O (charge +1), with properties calculated with wB97M-V/def2-TZVPD.

Last column: Mulliken charge in e.
Cartesian coordinates (Å):
1 C 1.781 -0.175 -0.188  -0.45
2 C 0.917 1.317 -1.709  -0.13
3 C 0.474 -0.368 0.316  0.44
4 C -0.538 0.383 -0.327  0.53
5 N 1.950 0.656 -1.175  -0.41
6 N -0.336 1.219 -1.328  -0.43
7 N -0.121 -1.102 1.283  0.04
8 N -1.449 -0.816 1.249  -0.17
9 N -1.746 0.075 0.291  0.87
10 O -2.859 0.464 0.086  -0.58
11 H 2.652 -0.682 0.205  0.40
12 H 1.137 1.990 -2.526  0.39
13 H 0.287 -1.742 1.954  0.27
14 H -2.149 -1.218 1.869  0.24

Forces on the atoms, in the same order (eV/Å):
0.01 -0.15 0.17
-0.73 0.27 -0.16
-1.10 0.69 -0.56
1.82 -0.38 0.04
0.73 -0.34 0.23
-0.59 0.13 -0.02
0.22 0.09 -0.16
0.19 -0.18 0.17
0.23 -0.47 0.49
-0.53 0.20 -0.11
0.03 -0.09 0.10
0.00 0.02 -0.03
-0.29 0.04 0.02
0.01 0.16 -0.19

Summary:
- Total charge: +1
- F_max: 0.03625 Eh/bohr
- Orbital gap (alpha / beta): 8.31 / 8.31 eV
- Structure (SMILES): O=[n+]1[nH][nH]c2cncnc21
- Energy relative to the best compared isomer or geometry (same formula, charge and spin): 33.4 kcal/mol
- Total energy: -13699.61267 eV